No. 1
The following is a DFT calculation (ωB97M-V with the def2-TZVPD basis set) of a molecular structure, C20H45AuN2OP3S in a non-equilibrium geometry.

Geometry (Å):
Au -0.6283 -0.0486 0.1605
P -2.7572 0.5823 0.4690
P -1.0902 -2.0671 -0.8908
P 0.2787 2.0747 0.4657
H 6.5016 -1.3566 -6.3885
C 7.0979 -0.7717 -5.6927
C 7.8324 -1.3474 -4.7441
H 7.8678 -2.4272 -4.6243
C -3.5422 1.4363 -0.9676
C -4.0837 -0.6587 0.8306
C -3.2019 1.7651 1.8254
C 0.4047 -3.0274 -1.3593
C -2.0801 -3.4511 -0.1571
C -1.9085 -1.9145 -2.5357
C 2.1111 2.1790 0.3106
C 0.0238 3.1125 1.9759
C -0.2180 3.2904 -0.8217
H 7.0624 0.3081 -5.8126
H 8.4285 -0.7624 -4.0483
H -4.6011 1.6556 -0.7899
H -3.4375 0.7978 -1.8489
H -3.0107 2.3704 -1.1690
H -5.0421 -0.1598 1.0127
H -3.8105 -1.2314 1.7213
H -4.2012 -1.3523 -0.0052
H -3.7954 2.6009 1.4381
H -2.3042 2.1574 2.3045
H -3.7911 1.2406 2.5828
H 0.1157 -4.0382 -1.6686
H 1.0896 -3.0768 -0.5103
H 0.9245 -2.5246 -2.1777
H -2.6851 -3.9338 -0.9328
H -2.7377 -3.0990 0.6391
H -1.3959 -4.1960 0.2586
H -1.8948 -2.8646 -3.0814
H -1.3712 -1.1537 -3.1073
H -2.9429 -1.5812 -2.4195
H 2.4666 3.1387 0.7017
H 2.3881 2.0850 -0.7410
H 2.5887 1.3634 0.8577
H 0.8469 3.8274 2.0821
H -0.0179 2.4848 2.8697
H -0.9125 3.6718 1.8968
H 0.4652 4.1471 -0.8458
H -1.2360 3.6361 -0.6241
H -0.2089 2.7834 -1.7899
C 2.1946 -0.3395 -1.2236
C 1.7087 0.0319 -2.5004
C 2.5759 0.2135 -3.5769
C 3.9534 0.0379 -3.4338
C 4.4508 -0.3301 -2.1789
C 3.5977 -0.5159 -1.0965
O 1.4408 -0.5451 -0.1558
H -0.8321 0.5023 -1.3727
H 0.6382 0.1814 -2.6103
H 2.1638 0.4981 -4.5434
H 4.6231 0.1837 -4.2762
H 5.5207 -0.4727 -2.0417
H 3.9892 -0.8072 -0.1246
C -3.5121 -0.7533 4.5300
N -2.4011 -1.2205 3.7253
C -1.2047 -0.4815 3.4551
S -0.2116 -1.0387 2.2807
N -0.6152 0.4061 4.4158
C -0.9444 0.4776 5.8252
H -3.6607 -1.4349 5.3933
H -4.4389 -0.7600 3.9214
H -3.3694 0.2895 4.8756
H -2.5221 -2.1323 3.2582
H 0.2679 0.8683 4.1645
H -0.0273 0.2698 6.4161
H -1.3042 1.4962 6.0776
H -1.6681 -0.2893 6.1469

Output
Electronic energy in Eh: -2530.65515
HOMO-LUMO gap (alpha / beta) in eV: 5.237 / 4.232
Multiplicity: 3
ΔE to the lowest compared entry with this formula, charge and spin in kcal/mol: 0.0
Charge: +3
LUMO energy (alpha / beta) in eV: -10.05 / -11.05



No. 2
The following is a DFT calculation (ωB97M-V with the def2-TZVPD basis set) of a molecular structure, C20H45Br18FNb in a non-equilibrium geometry.

Geometry (Å):
F 0.8283 -4.3262 3.0541
C -0.4696 -4.7230 2.5957
C -1.4475 -3.5808 2.6799
Nb -3.5751 -4.3552 2.9173
H -0.3549 -5.0585 1.5637
H -0.7308 -5.5893 3.2026
H -1.3705 -2.9894 1.7654
H -1.1830 -2.9655 3.5350
H -3.6626 -4.8308 1.1409
H -4.1399 -2.7060 2.2969
H -3.3476 -3.7718 4.6628
H -3.1066 -6.1182 3.3258
H -5.3191 -4.5703 3.4319
Br 3.6600 1.0090 1.8765
C 2.7449 -0.3879 2.8918
C 1.9452 -1.3023 2.0064
Br 0.3055 -0.4611 1.4018
H 2.1270 0.1218 3.6246
H 3.5361 -0.9408 3.3952
H 1.6315 -2.1872 2.5605
H 2.4888 -1.6090 1.1191
Br -1.1840 4.9359 -0.3242
C -0.3563 3.2310 -0.7824
C -1.3307 2.3037 -1.4563
Br -2.5617 1.5162 -0.1835
H 0.0451 2.8182 0.1385
H 0.4569 3.4885 -1.4544
H -0.7956 1.4673 -1.9024
H -1.9276 2.8006 -2.2145
Br -7.7722 -8.5956 1.4119
C -7.0290 -8.0678 -0.3140
C -5.5325 -7.9309 -0.2623
Br -4.8337 -6.2134 0.6660
H -7.5161 -7.1334 -0.5794
H -7.3536 -8.8463 -1.0036
H -5.1336 -7.8476 -1.2723
H -5.0662 -8.7676 0.2506
Br 4.7483 -3.6632 1.3676
C 5.8200 -2.1297 0.8424
C 7.0782 -2.0247 1.6617
Br 6.7144 -1.3602 3.4523
H 5.1845 -1.2543 0.9442
H 6.0602 -2.2847 -0.2066
H 7.7615 -1.3045 1.2170
H 7.5818 -2.9790 1.7767
Br -2.1525 5.9380 -5.6462
C -0.8369 6.4167 -4.2973
C 0.5092 5.8107 -4.5924
Br 0.5506 3.9165 -4.1753
H -1.2353 6.0956 -3.3391
H -0.7726 7.5023 -4.3236
H 1.2712 6.2625 -3.9619
H 0.7971 5.9015 -5.6326
Br 6.0878 -0.6545 -2.6432
C 7.8819 -0.1466 -2.1090
C 8.9183 -1.1154 -2.6141
Br 8.9210 -2.7717 -1.5976
H 7.8769 -0.0736 -1.0255
H 8.0470 0.8396 -2.5368
H 9.9155 -0.6978 -2.4964
H 8.7538 -1.3874 -3.6517
Br 1.5681 4.4429 -8.1199
C 2.5612 6.0309 -8.6312
C 3.8305 6.1874 -7.8344
Br 3.4828 6.8157 -6.0277
H 1.8902 6.8753 -8.5076
H 2.7953 5.9028 -9.6856
H 4.4699 6.9424 -8.2861
H 4.3762 5.2542 -7.7401
Br -8.1083 3.1815 0.8179
C -6.7647 3.6023 2.1600
C -5.4455 2.9351 1.8773
Br -5.4693 1.0424 2.3006
H -7.1794 3.3026 3.1171
H -6.6541 4.6838 2.1296
H -4.6686 3.3647 2.5074
H -5.1508 3.0153 0.8354
Br -2.7026 2.7026 5.6909
C -3.5369 0.9396 5.6853
C -2.6186 -0.1382 6.1918
Br -1.2855 -0.6260 4.8773
H -3.8570 0.7575 4.6653
H -4.4070 1.0323 6.3313
H -3.1885 -1.0483 6.3726
H -2.0887 0.1493 7.0948

Output
Electronic energy in Eh: -47277.90526
HOMO-LUMO gap in eV: 5.863
Charge: -1
LUMO energy in eV: 1.24



No. 3
The following is a DFT calculation (ωB97M-V with the def2-TZVPD basis set) of a molecular structure, C20H45CdO6SSiTe.

Geometry (Å):
Cd 1.5096 -1.5716 -0.4599
C -1.7868 3.0309 1.0032
C -0.4914 2.2836 1.3090
C 0.6926 2.9934 0.6635
C -0.2970 2.1695 2.8180
O -0.5010 0.9691 0.7554
Si -1.7062 -0.1305 0.5944
S -0.9044 -1.9722 0.1071
O -2.8514 0.4071 -0.4793
C -2.8332 0.4582 -1.9049
C -1.4347 0.7706 -2.4251
C -3.3220 -0.8794 -2.4518
C -3.8021 1.5724 -2.2894
O -2.5233 -0.0976 2.0309
C -3.8143 -0.5906 2.3740
C -4.8479 0.4913 2.0708
C -4.1419 -1.8712 1.6119
C -3.7661 -0.8717 3.8721
H -1.7337 4.0451 1.4061
H -2.6441 2.5219 1.4450
H -1.9441 3.0917 -0.0741
H 0.8600 3.9692 1.1267
H 0.5099 3.1353 -0.4030
H 1.5869 2.3783 0.7558
H -0.2300 3.1615 3.2711
H 0.6235 1.6258 3.0297
H -1.1289 1.6237 3.2632
H -0.7367 -0.0204 -2.1465
H -1.0635 1.7072 -2.0063
H -1.4476 0.8545 -3.5139
H -2.6552 -1.6790 -2.1298
H -3.3533 -0.8584 -3.5437
H -4.3269 -1.0886 -2.0786
H -3.4585 2.5273 -1.8885
H -4.7916 1.3632 -1.8789
H -3.8829 1.6566 -3.3752
H -4.8395 0.7246 1.0063
H -4.6097 1.3993 2.6289
H -5.8481 0.1588 2.3588
H -4.1803 -1.6817 0.5380
H -5.1127 -2.2567 1.9321
H -3.3788 -2.6277 1.7941
H -3.4980 0.0377 4.4125
H -3.0130 -1.6319 4.0822
H -4.7352 -1.2231 4.2332
C 2.1507 1.4539 -2.9214
C 3.1154 0.6660 -2.0234
C 3.6525 -0.5337 -2.8118
C 4.2896 1.5758 -1.6336
O 2.4648 0.2806 -0.8558
H 2.6377 1.8123 -3.8337
H 1.7557 2.3109 -2.3721
H 1.3098 0.8169 -3.2039
H 4.1741 -0.2200 -3.7212
H 2.8376 -1.2032 -3.0991
H 4.3486 -1.1123 -2.2004
H 4.8251 1.9587 -2.5074
H 4.9936 1.0205 -1.0089
H 3.9139 2.4219 -1.0534
C 3.4725 0.4728 2.2834
Te 3.1674 -1.6309 2.1820
C 4.8924 -1.8767 0.9677
H 3.3560 0.8519 1.2690
H 4.4607 0.6803 2.6886
H 2.7141 0.8964 2.9371
H 4.9684 -2.9262 0.6988
H 5.7693 -1.5630 1.5301
H 4.7697 -1.2713 0.0720
C 3.3642 -5.5660 -0.3013
O 2.8311 -4.2707 -0.0447
C 2.4722 -3.4841 -1.1538
O 2.6368 -3.9415 -2.2599
H 4.4550 -5.5452 -0.2224
H 3.0903 -5.9058 -1.2986
H 2.9646 -6.2435 0.4531

Output
Electronic energy in Eh: -2364.20743
HOMO-LUMO gap in eV: 7.298
Charge: -1
LUMO energy in eV: 2.39